An isolated molecule of C2H2N2O3S in a non-equilibrium geometry. Source: the OMol25 dataset; level of theory: the ωB97M-V functional and the def2-TZVPD basis.

Properties
relative energy (zero: lowest compared OMol25 entry of this formula, charge and spin): 421.40 kJ/mol
net charge: 0
electronic energy: -22060.0325 eV
frontier orbital gap: 8.2 eV
multiplicity: 1
HOMO: -8.24 eV
LUMO: -0.04 eV

```
10
Properties=species:S:1:pos:R:3:forces:R:3
C -0.375 -1.310 -0.231 3.4 0.2 1.2
C 1.440 -0.215 0.595 -1.6 -2.1 -0.7
N -1.195 -0.301 -0.215 -1.2 0.6 -0.4
N -0.834 1.000 0.203 1.0 0.5 0.4
O -0.322 -2.451 -0.532 -0.5 0.5 0.0
O 2.476 -0.602 0.982 -0.6 0.4 -0.1
O 1.209 1.472 -1.273 0.3 0.1 -0.8
S 0.852 1.485 0.134 -1.2 0.1 0.4
H -2.040 -0.284 -0.787 0.4 -0.2 0.1
H -1.211 1.207 1.124 0.1 -0.2 0.0
```
Forces are in eV/Å.